Density functional theory data (ωB97M-V with the def2-TZVPD basis set) for a cluster of 13 separate species, C58H109N13O6 in total at a distorted geometry.

Each line ends with the Mulliken charge.
Atoms and positions in Å:
H1 -1.090 0.668 -2.612  0.02
C1 -2.819 4.945 -2.442  0.37
C2 -4.172 -2.001 2.574  -1.37
H2 -6.932 -5.178 1.614  0.23
H3 2.659 -0.899 3.897  0.32
H4 -0.513 -3.720 3.154  0.43
H5 -4.512 3.975 1.967  0.12
H6 -3.819 2.291 -0.242  -0.65
N1 1.274 3.545 -0.981  -0.39
H7 3.240 1.731 3.601  0.53
H8 5.656 -5.880 1.228  0.43
C3 -9.894 -5.519 -0.269  -0.69
O1 -3.034 0.593 -2.033  -0.24
H9 -3.773 6.504 -1.211  0.50
N2 -4.788 -0.440 1.130  0.32
H10 -2.241 1.490 -3.734  0.50
H11 0.892 2.094 1.668  -1.00
C4 -6.988 -5.372 0.529  -0.34
H12 -7.517 -7.400 0.908  0.33
C5 2.166 -0.038 4.313  -0.54
H13 3.661 6.747 0.066  0.40
C6 5.422 -2.633 -0.032  0.38
C7 11.122 -2.215 -4.635  -0.75
C8 -5.249 -1.322 2.070  -1.07
H14 1.973 -3.401 1.971  0.58
C9 -6.553 4.430 3.378  -0.71
H15 -0.498 -5.227 -1.717  0.20
H16 -0.119 -3.864 5.712  0.42
C10 2.992 5.977 0.459  -0.19
C11 -5.368 3.546 0.036  0.04
H17 -4.435 0.859 -3.536  0.41
H18 -4.984 0.181 -2.045  0.42
H19 1.444 3.080 5.056  0.44
C12 -7.855 -6.585 0.265  -0.57
H20 7.107 1.109 -3.355  0.45
H21 -2.329 -2.507 -0.878  -0.51
H22 10.708 -1.671 -2.301  0.42
H23 0.528 2.159 -7.474  0.37
H24 6.381 -0.464 -2.966  0.31
H25 11.900 -2.945 -4.393  0.30
H26 5.049 -2.255 -0.990  0.14
C13 -0.729 6.254 -1.893  0.10
H27 1.525 7.364 1.252  0.36
H28 -5.820 5.172 3.723  0.27
H29 -5.483 2.477 1.894  0.22
H30 4.682 -4.617 1.956  0.15
H31 4.012 2.319 -1.545  0.01
C14 9.885 -2.324 -2.608  -0.89
H32 -0.433 -2.746 -2.110  0.22
N3 -4.806 2.320 -0.497  0.60
H33 0.408 0.561 -5.659  0.36
H34 -6.326 3.803 -0.418  0.70
H35 0.163 1.441 -3.236  -0.55
H36 -2.708 -2.630 -2.565  0.57
C15 -1.867 3.966 4.489  -1.05
N4 -5.662 -5.530 -0.060  -0.35
H37 -3.000 5.529 -3.347  0.49
H38 6.469 -2.325 -0.018  0.02
H39 -3.450 4.950 -0.358  0.13
C16 -3.097 -2.880 -1.573  -0.03
O2 -6.545 4.264 1.987  -0.46
H40 0.082 -0.478 2.204  0.12
H41 -4.715 4.394 -0.255  -0.79
H42 11.441 -1.200 -4.379  0.35
H43 2.399 -3.737 6.122  0.19
H44 -10.951 -5.529 0.002  0.25
H45 1.664 -5.252 -0.218  0.19
N5 2.483 -1.832 -1.671  -0.49
H46 4.278 -4.366 -0.398  -0.29
C17 4.673 -2.000 1.039  0.09
H47 -9.835 -5.875 -1.306  0.30
H48 -7.428 -4.469 0.094  0.23
N6 8.489 -0.331 -2.763  -0.34
H49 2.568 -5.099 -1.698  0.20
C18 0.738 1.086 5.617  -1.12
H50 0.671 -1.024 5.404  0.25
H51 -2.584 -4.224 0.500  -0.02
H52 -3.127 -5.782 -0.250  0.43
C19 6.910 0.829 -1.278  -0.43
H53 -2.366 0.848 3.027  -0.54
H54 1.983 2.262 -6.497  0.32
H55 -0.762 1.593 3.272  -1.25
H56 3.744 -3.523 4.018  0.41
H57 -0.692 0.823 0.165  -1.88
C20 0.795 1.892 -4.009  0.13
C21 0.453 -4.755 -1.961  -0.87
C22 1.770 -3.574 3.015  0.65
H58 7.875 1.171 -0.908  0.42
C23 -3.025 -1.529 1.888  1.05
N7 0.554 5.011 -6.242  -0.45
H59 0.801 2.954 -3.759  0.12
N8 1.979 -3.713 5.211  0.16
H60 1.787 1.473 -3.833  0.46
H61 2.214 1.213 0.994  0.72
H62 -1.771 2.251 -2.203  0.05
C24 2.675 -3.642 4.034  -1.05
H63 8.510 -1.595 -1.144  0.22
C25 4.700 1.486 -1.697  -0.33
C26 -2.435 2.555 4.337  -0.63
C27 0.321 -3.294 -1.550  1.35
H64 6.000 -4.544 -0.797  0.43
H65 -1.150 4.325 -1.223  -0.97
H66 -4.745 5.090 -1.482  0.53
H67 -5.347 0.187 0.569  0.28
H68 -7.541 4.766 3.688  0.31
H69 6.585 0.014 -0.605  0.04
H70 0.614 -4.811 -3.040  0.46
C28 -3.712 5.422 -1.310  -1.29
C29 3.888 4.826 0.913  -0.64
O3 9.902 -2.555 -4.008  -0.34
H71 1.538 -6.542 -1.438  0.47
C30 0.639 -3.795 4.951  -1.26
C31 1.524 2.007 4.986  -0.15
H72 3.267 4.020 1.313  -0.12
C32 1.336 2.680 -0.235  -1.05
H73 -4.215 3.147 -2.387  -0.53
N9 1.112 -0.152 5.166  0.27
C33 -3.342 -4.717 -0.113  -0.08
H74 0.669 0.165 -0.759  0.28
H75 -1.991 4.572 3.594  0.27
H76 8.799 -0.313 -3.726  0.24
H77 -0.039 1.212 6.350  0.56
H78 -2.873 -0.016 0.275  0.18
C34 2.132 6.523 1.582  -0.64
H79 -2.005 -1.859 2.007  0.05
H80 4.596 5.135 1.686  0.40
N10 0.571 4.635 2.509  -0.22
C35 -1.332 4.944 -2.106  1.34
H81 -3.516 2.605 4.192  0.32
C36 -4.730 -4.539 0.453  -0.31
H82 -3.080 3.914 -2.699  0.02
H83 -3.985 -2.266 -1.390  0.27
O4 -3.292 -4.252 -1.468  -0.52
H84 -5.086 -3.549 0.144  -0.12
C37 1.558 -2.513 -1.618  -0.12
O5 -9.215 -6.380 0.608  -0.36
H85 -4.239 -2.735 3.360  0.56
C38 -3.438 -0.547 1.024  -0.65
H86 -0.847 1.806 -5.411  0.23
C39 2.465 1.292 4.208  -0.46
H87 -6.334 3.482 3.892  0.26
H88 10.000 -3.276 -2.073  0.38
H89 0.035 -3.227 -0.493  -0.52
C40 -2.018 2.497 1.885  -0.96
H90 4.495 4.444 0.091  0.24
H91 2.358 5.662 -0.368  0.03
H92 -5.319 -6.468 0.120  0.26
H93 -2.417 4.496 5.277  0.49
H94 4.288 0.632 -1.137  0.13
H95 10.946 -2.226 -5.711  0.24
C41 -1.828 1.795 3.152  2.28
C42 0.349 0.491 0.231  2.37
H96 -6.308 -1.374 2.258  0.57
N11 -2.157 2.969 0.847  0.46
C43 5.293 -4.166 -0.060  -0.20
C44 0.905 2.439 -6.486  -0.67
C45 8.563 -1.684 -2.234  -0.12
C46 1.255 5.461 2.101  0.11
C47 5.538 -4.798 1.303  -1.13
H97 7.759 -2.347 -2.594  0.24
C48 7.160 0.254 -2.673  -0.55
H98 -0.829 3.934 4.812  0.05
C49 -5.422 3.525 1.555  -0.13
H99 -4.737 -4.495 1.552  0.41
N12 4.079 -1.476 1.865  -0.38
N13 -0.256 7.280 -1.724  -0.68
C50 -4.800 2.316 -1.962  -0.01
C51 0.698 3.882 -6.348  0.28
H100 2.746 6.809 2.441  0.34
H101 4.671 1.253 -2.769  0.36
H102 -7.788 -6.898 -0.785  0.39
C52 0.393 -0.701 1.180  0.36
H103 -2.244 2.005 5.258  0.46
H104 -9.560 -4.480 -0.197  0.27
C53 1.627 -5.469 -1.292  -0.94
H105 -0.209 -1.546 0.848  -0.87
H106 6.429 -4.395 1.787  0.32
H107 -0.790 4.416 -2.895  -0.17
C54 1.229 1.618 0.739  1.24
C55 -4.341 0.970 -2.444  -1.10
O6 5.974 1.861 -1.252  -0.40
H108 1.435 -1.034 1.267  0.05
H109 -5.832 2.414 -2.319  0.60
C56 0.224 1.602 -5.390  -0.43
C57 0.474 -3.708 3.588  -0.54
C58 -1.981 1.287 -2.688  -0.48

As for the LUMO energy: 0.41 eV. As for the total energy: -3438.411761 Ha. Its multiplicity is 1. For the orbital gap, the calculation gives 8.6 eV. As for the strongest force on any atom: 3.0 eV/A.